(1)
Density functional theory data (the ωB97M-V functional and the def2-TZVPD basis) for C52H44N2OP2S2V as an isolated structure in a non-equilibrium geometry.

The HOMO-LUMO gap (spin up / spin down) comes out at 0.2700 / 0.2765 Ha. Its charge is +2. As for the expectation value of S²: 3.779. Its largest force on an atom is 2.57 eV/A. Its spin multiplicity is 4.

The geometry in XYZ format:
```
104
Properties=species:S:1:pos:R:3:forces:R:3
V -0.359 0.107 -0.237 -0.161 -1.844 -0.989
O 0.130 3.189 -1.039 -0.241 1.038 -0.417
S 0.366 2.227 0.041 1.782 1.784 0.490
C 0.720 3.163 1.518 -0.373 -0.524 -0.294
C 1.255 4.422 1.357 0.013 -0.164 -0.298
C 1.552 5.253 2.445 -0.010 -0.053 0.219
C 1.303 4.778 3.707 -0.075 -0.195 -0.303
C 1.523 5.384 5.057 0.085 0.235 0.196
C 0.997 4.333 6.063 0.039 0.118 0.296
C 0.514 3.197 5.221 -0.139 -0.313 -0.287
C -0.067 1.998 5.544 0.101 0.254 0.101
C -0.432 1.139 4.504 0.044 0.075 -0.364
C -0.230 1.416 3.157 -0.070 -0.302 0.111
P -0.867 0.125 2.025 -0.653 0.049 1.865
C -2.665 0.131 2.316 0.062 0.025 -0.238
C -3.463 0.715 1.333 0.325 -0.068 -0.019
C -4.833 0.787 1.504 -0.199 0.080 -0.021
C -5.416 0.286 2.659 0.096 0.042 -0.083
C -4.626 -0.307 3.634 -0.018 -0.006 0.039
C -3.257 -0.393 3.464 0.051 0.010 -0.049
C -0.282 -1.404 2.805 0.056 -0.096 0.039
C 0.978 -1.470 3.394 -0.304 0.150 -0.122
C 1.453 -2.677 3.871 0.091 -0.116 0.025
C 0.688 -3.826 3.748 0.033 0.010 -0.089
C -0.551 -3.770 3.123 0.000 -0.095 0.034
C -1.033 -2.566 2.644 -0.012 0.237 -0.004
C 0.385 2.647 2.792 0.002 -0.140 0.423
C 0.724 3.501 3.863 -0.029 -0.066 -0.143
C 1.927 1.444 -0.384 -0.233 0.060 0.377
C 3.014 1.491 0.455 -0.007 0.062 0.016
C 4.226 0.857 0.143 0.099 -0.051 -0.202
C 4.325 0.188 -1.047 -0.250 0.072 0.100
C 5.447 -0.591 -1.658 0.273 -0.152 0.019
C 4.880 -1.135 -2.991 0.208 -0.109 -0.202
C 3.436 -0.741 -2.988 -0.369 0.087 0.204
C 2.384 -1.075 -3.809 0.152 0.140 -0.022
C 1.119 -0.525 -3.533 0.054 0.066 0.066
C 0.876 0.346 -2.482 -0.177 -0.351 -0.017
P -0.802 1.104 -2.352 -0.290 0.098 -1.312
C -2.116 -0.146 -2.475 0.102 -0.080 0.189
C -3.380 0.349 -2.813 0.078 0.036 -0.039
C -4.520 -0.383 -2.542 0.123 0.011 0.053
C -4.422 -1.600 -1.880 0.133 -0.108 0.102
C -3.177 -2.092 -1.517 -0.252 -0.110 0.098
C -2.025 -1.377 -1.812 0.220 0.161 -0.318
C -0.812 1.972 -3.953 -0.276 0.245 0.239
C -0.211 3.219 -4.079 -0.049 0.062 0.146
C -0.072 3.790 -5.334 -0.007 -0.038 -0.094
C -0.534 3.122 -6.457 -0.023 0.019 0.057
C -1.150 1.886 -6.327 -0.023 -0.055 -0.091
C -1.292 1.304 -5.081 0.007 0.008 0.149
C 1.949 0.683 -1.591 0.189 -0.111 -0.334
C 3.193 0.092 -1.881 -0.209 0.180 0.005
H 1.444 4.766 0.351 0.003 0.068 -0.095
H 1.962 6.235 2.278 0.070 0.107 -0.050
H 0.990 6.331 5.149 0.048 0.001 -0.011
H 2.582 5.597 5.214 -0.038 0.039 -0.008
H 0.184 4.726 6.673 0.038 0.014 0.039
H 1.778 3.999 6.748 -0.029 0.036 0.024
H -0.255 1.705 6.565 -0.006 0.003 0.133
H -0.886 0.194 4.766 0.000 0.022 0.068
H -2.993 1.116 0.432 -0.191 -0.038 0.099
H -5.448 1.239 0.741 -0.054 0.050 -0.052
H -6.482 0.357 2.804 -0.117 -0.004 -0.017
H -5.079 -0.702 4.531 -0.048 -0.044 0.062
H -2.660 -0.887 4.218 0.015 0.001 0.033
H 1.585 -0.577 3.462 0.025 -0.004 0.112
H 2.426 -2.723 4.336 0.104 -0.021 0.060
H 1.062 -4.765 4.126 0.019 -0.088 0.062
H -1.145 -4.667 3.027 -0.093 -0.109 0.022
H -1.987 -2.511 2.130 -0.054 -0.095 0.103
H 2.935 2.048 1.379 0.006 0.016 0.038
H 5.049 0.916 0.834 0.180 0.024 0.110
H 5.746 -1.404 -0.992 0.032 0.041 -0.034
H 6.325 0.035 -1.816 0.028 -0.020 0.031
H 5.015 -2.212 -3.095 -0.011 0.029 -0.002
H 5.373 -0.673 -3.851 0.025 -0.048 0.024
H 2.514 -1.735 -4.656 0.002 -0.002 -0.091
H 0.291 -0.792 -4.181 0.030 0.040 -0.028
H -3.455 1.320 -3.283 -0.091 0.046 -0.051
H -5.484 0.008 -2.826 -0.110 0.013 -0.036
H -5.314 -2.158 -1.644 -0.068 -0.080 0.006
H -3.104 -3.041 -1.003 0.011 -0.066 0.006
H -1.048 -1.814 -1.614 -0.047 0.000 0.007
H 0.134 3.739 -3.198 0.052 0.022 -0.018
H 0.396 4.757 -5.439 0.022 0.061 0.036
H -0.431 3.567 -7.434 0.026 0.055 -0.090
H -1.526 1.372 -7.199 -0.019 -0.018 -0.062
H -1.780 0.342 -4.987 0.021 0.010 -0.048
S 1.097 -1.912 0.030 0.541 0.147 0.494
C 0.709 -3.332 -0.848 -0.055 0.132 -0.177
N 1.075 -3.440 -2.120 0.006 -0.069 0.098
C 0.856 -4.638 -2.913 -0.191 -0.325 -0.148
C -0.404 -5.323 -2.398 0.149 -0.024 0.122
C -0.262 -5.578 -0.901 -0.129 -0.290 -0.316
N 0.081 -4.329 -0.241 -0.039 0.033 0.029
H 1.577 -2.663 -2.536 -0.105 -0.082 0.313
H 1.727 -5.300 -2.836 -0.132 0.055 -0.049
H 0.736 -4.345 -3.959 0.057 -0.019 0.132
H -0.561 -6.263 -2.919 -0.044 -0.030 -0.036
H -1.265 -4.674 -2.574 0.005 -0.064 -0.057
H 0.510 -6.332 -0.711 -0.086 0.062 0.033
H -1.205 -5.938 -0.483 0.121 0.000 -0.002
H -0.150 -4.203 0.739 0.153 0.148 -0.125
```
Forces are in eV/Å.

***

(2)
Density functional theory data (the ωB97M-V functional and the def2-TZVPD basis) for C52H45BrCdF4N7O2PS2 as an isolated structure in a non-equilibrium geometry.

The HOMO-LUMO gap comes out at 0.1261 Ha. Its charge is 0. Its largest force on an atom is 1.16 eV/A. Its spin multiplicity is 1.

The geometry in XYZ format:
```
115
Properties=species:S:1:pos:R:3:forces:R:3
Cd -0.016 0.230 0.245 -0.060 0.256 0.176
C -3.181 2.733 -2.361 0.072 0.076 0.047
O -3.470 1.315 -2.532 -0.022 -0.185 0.015
C -2.344 0.700 -2.102 0.320 0.894 0.097
N -1.318 1.405 -1.869 0.052 -0.422 -0.169
C -1.654 2.817 -2.129 -0.094 0.083 -0.102
C -1.207 3.765 -1.059 0.034 0.070 0.013
C -0.969 3.227 0.333 0.165 -0.082 0.145
C -0.859 4.368 1.316 -0.284 0.100 0.075
C -0.696 5.668 0.940 -0.058 -0.144 -0.072
C -0.760 6.079 -0.409 -0.040 0.192 -0.142
C -1.031 5.090 -1.369 0.043 0.011 0.179
C -2.386 -0.745 -1.886 0.607 -0.749 0.636
C -3.347 -1.539 -2.504 0.032 0.442 -0.149
C -3.341 -2.892 -2.281 0.042 -0.440 0.104
C -2.432 -3.427 -1.378 -0.095 -0.058 -0.008
C -1.546 -2.571 -0.750 -0.012 0.893 -0.378
N -1.464 -1.257 -1.032 -0.919 -0.252 -0.279
C -0.704 -3.052 0.355 0.278 -0.096 0.109
N 0.001 -2.335 1.131 -0.168 -0.077 0.266
C 0.532 -3.259 2.170 -0.088 0.161 -0.041
C 0.090 -4.650 1.675 0.144 -0.251 0.293
O -0.761 -4.376 0.562 -0.205 -0.053 -0.329
C 0.005 -3.041 3.571 0.082 0.381 -0.037
C 0.557 -3.798 4.600 0.039 0.000 0.104
C 0.060 -3.695 5.891 -0.002 0.032 -0.027
C -0.991 -2.825 6.163 0.011 0.009 0.075
C -1.534 -2.061 5.142 0.043 0.020 0.037
C -1.036 -2.173 3.851 -0.096 0.065 -0.096
H -3.728 3.096 -1.490 -0.038 -0.069 0.034
H -3.516 3.266 -3.247 -0.042 -0.038 -0.032
H -1.153 3.099 -3.063 -0.048 -0.046 -0.077
H -1.801 2.557 0.596 0.002 -0.027 0.078
H -0.814 4.092 2.367 0.013 0.029 0.000
H -0.536 6.422 1.709 -0.001 -0.048 0.017
H -0.628 7.115 -0.691 0.002 -0.047 -0.004
H -1.146 5.396 -2.410 0.016 -0.036 0.002
H -4.069 -1.072 -3.159 0.020 0.019 0.026
H -4.053 -3.533 -2.784 0.001 0.004 0.040
H -2.424 -4.477 -1.127 -0.020 0.018 -0.025
H 1.620 -3.178 2.183 -0.071 0.078 0.050
H -0.488 -5.181 2.424 -0.082 -0.032 0.039
H 0.914 -5.272 1.331 -0.284 0.092 0.135
H 1.377 -4.479 4.392 0.001 0.027 0.015
H 0.492 -4.295 6.684 -0.012 0.020 -0.013
H -1.383 -2.749 7.171 0.021 0.003 -0.033
H -2.345 -1.366 5.325 0.023 -0.054 0.042
H -1.479 -1.576 3.069 -0.009 0.148 -0.143
F 5.968 0.696 -5.331 0.056 0.035 -0.125
C 5.253 0.260 -4.305 0.028 0.015 -0.042
C 5.806 -0.626 -3.408 0.095 -0.103 0.053
F 7.051 -1.057 -3.585 0.083 -0.039 0.002
C 5.053 -1.076 -2.341 -0.044 -0.177 0.006
F 5.627 -1.997 -1.560 0.023 0.012 0.075
C 3.756 -0.646 -2.102 -0.023 0.124 0.029
P 2.818 -1.095 -0.564 0.116 -0.193 -0.203
C 2.617 -2.895 -0.844 0.004 -0.028 0.041
C 2.845 -3.888 0.106 0.149 -0.010 -0.116
C 2.501 -5.211 -0.154 0.263 0.069 -0.267
C 1.908 -5.558 -1.357 0.034 -0.023 0.004
C 1.662 -4.573 -2.307 0.002 0.031 0.009
C 2.010 -3.256 -2.051 -0.015 -0.032 -0.005
C 4.099 -0.829 0.717 -0.002 0.013 0.010
C 4.051 0.451 1.275 -0.027 0.030 -0.058
C 4.971 0.841 2.240 0.096 0.048 -0.015
C 5.940 -0.051 2.671 0.056 0.055 -0.056
C 5.993 -1.332 2.131 0.000 -0.017 0.004
C 5.084 -1.719 1.157 0.022 -0.023 0.002
C 3.208 0.224 -3.051 -0.122 0.084 0.061
Br 1.433 0.831 -2.907 -0.074 -0.025 0.056
C 3.945 0.664 -4.136 -0.156 0.047 0.023
F 3.421 1.484 -5.044 -0.019 0.033 0.001
H 3.288 -3.640 1.061 0.049 -0.014 -0.065
H 2.700 -5.972 0.593 0.081 0.004 -0.072
H 1.633 -6.587 -1.555 0.018 0.030 0.001
H 1.195 -4.832 -3.250 0.011 0.014 0.028
H 1.798 -2.495 -2.795 0.016 -0.021 0.006
H 3.272 1.140 0.967 0.025 -0.005 0.037
H 4.909 1.834 2.666 -0.020 -0.028 -0.017
H 6.657 0.247 3.427 -0.040 -0.008 -0.011
H 6.757 -2.029 2.456 -0.026 0.022 -0.005
H 5.172 -2.705 0.723 -0.028 0.018 -0.008
C 1.209 0.449 6.495 0.035 -0.071 -0.019
N 2.128 -0.374 5.733 -0.105 -0.005 0.130
C 3.029 -1.302 6.242 -0.119 0.152 0.051
C 3.728 -1.793 5.205 -0.049 0.072 -0.210
N 3.234 -1.166 4.071 -0.002 -0.168 -0.054
C 2.256 -0.274 4.382 0.216 -0.143 0.226
S 1.442 0.759 3.351 -0.136 -0.126 0.076
H 1.196 0.098 7.525 0.008 -0.003 -0.004
H 0.213 0.374 6.064 -0.049 -0.032 -0.026
H 1.517 1.493 6.457 0.021 -0.004 0.011
H 3.094 -1.525 7.293 -0.061 0.025 -0.047
H 4.516 -2.524 5.171 -0.045 0.038 -0.024
H 3.606 -1.232 3.137 -0.006 -0.063 0.027
C 0.334 2.370 0.491 -0.024 -0.214 -0.044
H 0.761 2.547 1.480 -0.001 0.005 -0.057
H 1.069 2.681 -0.259 0.042 -0.049 0.015
C -4.272 5.405 1.405 0.059 -0.031 -0.032
C -3.896 4.275 2.301 -0.009 0.213 -0.107
C -3.581 4.383 3.625 0.004 0.006 0.182
C -3.262 3.204 4.321 -0.028 -0.002 -0.110
N -3.220 2.012 3.749 -0.035 -0.154 -0.131
C -3.498 1.901 2.433 0.193 0.281 0.173
S -3.357 0.496 1.531 0.025 -0.414 -0.019
N -3.892 3.040 1.769 -0.017 -0.133 0.005
C -2.916 3.266 5.777 0.009 -0.005 0.024
H -4.504 6.293 1.988 0.025 0.006 -0.004
H -5.144 5.140 0.803 -0.012 0.004 0.014
H -3.440 5.632 0.731 0.087 0.000 0.000
H -3.561 5.348 4.111 -0.021 -0.049 -0.029
H -4.078 2.920 0.783 0.032 0.008 -0.053
H -3.586 3.939 6.313 0.028 -0.006 -0.015
H -1.897 3.647 5.892 -0.019 -0.006 -0.012
H -2.965 2.269 6.210 0.004 0.013 -0.008
```
Forces are in eV/Å.